DFT (wB97M-V/def2-TZVPD) results for a cluster of 2 separate species, C3H7BN2O2 in total in a non-equilibrium geometry.

```
15
Properties=species:S:1:pos:R:3:forces:R:3:mulliken_charge:R:1
B 3.747 0.152 0.037 0.612 1.135 -0.792 0.636
C -1.715 1.075 0.448 2.900 -1.456 -0.383 0.013
C -0.416 -0.873 -0.226 -0.572 1.109 -0.320 0.134
C -0.477 0.445 0.320 0.925 1.535 0.199 -0.477
N -2.813 0.650 -0.210 -3.243 2.379 1.839 -0.433
N 0.697 -1.481 -0.277 -0.106 0.330 -0.012 -0.556
O 2.848 -0.589 0.540 1.528 -0.350 1.848 -0.574
O 4.582 0.903 -0.446 0.262 -0.015 -0.006 -0.612
H -1.805 1.887 1.164 -0.303 0.238 -0.542 0.334
H -1.422 -1.143 -0.561 0.540 -1.363 -0.258 0.268
H 0.582 0.924 0.447 -2.489 -0.551 0.616 0.154
H -3.691 1.204 0.150 2.069 -2.191 -1.725 0.255
H 0.811 -2.349 -0.755 -0.554 -0.757 -0.145 0.174
H 1.915 -0.785 0.352 -1.477 -0.806 -1.037 0.465
H -2.844 -0.019 -0.982 -0.093 0.764 0.719 0.218
```
Forces are in eV/Å.

Output
LUMO level: 0.2 eV
highest occupied orbital energy: -8.71 eV
SMILES: [H]/N=C/C=C\N.O=BO
orbital gap: 8.867 eV
electronic energy: -10976.61545 eV

---

DFT (wB97M-V/def2-TZVPD) results for a structure of composition C3H7BNO3P in a non-equilibrium geometry.

```
16
Properties=species:S:1:pos:R:3:forces:R:3:mulliken_charge:R:1
B 0.075 -1.551 0.030 0.057 2.288 0.906 0.606
C -2.297 1.575 0.294 -4.612 0.919 0.981 -0.690
C -1.267 1.067 -0.255 4.036 -1.453 -2.168 -0.202
C -0.067 0.537 0.433 0.494 -3.751 -2.863 -0.216
N 1.154 0.991 -0.171 -0.167 -0.412 2.310 -0.290
O 3.625 0.744 -0.471 2.368 0.321 -1.913 -0.505
O 1.425 -1.659 -0.155 -0.744 0.169 0.050 -0.340
O -0.893 -2.499 0.040 -0.478 5.033 -0.802 -0.459
P 2.587 0.432 0.472 -1.736 0.345 1.663 0.253
H -3.261 1.891 -0.231 1.712 -0.344 0.618 0.236
H -2.369 1.462 1.374 -0.076 0.489 -0.026 0.247
H -1.006 0.941 -1.340 -1.193 0.588 0.649 0.120
H 0.180 0.637 1.417 -0.950 0.138 3.186 0.420
H 1.015 1.164 -1.101 0.400 0.733 -3.052 0.256
H 1.922 -2.360 -0.556 0.056 -0.859 -0.211 0.278
H -0.822 -3.372 0.221 0.832 -4.203 0.672 0.286
```
Forces are in eV/Å.

Output
LUMO level: -0.1 eV
highest occupied orbital energy: -8.33 eV
orbital gap: 8.277 eV
electronic energy: -20822.27417 eV

---

DFT (wB97M-V/def2-TZVPD) results for the ion C3H7BrN2P with charge +1 in a non-equilibrium geometry.

```
14
Properties=species:S:1:pos:R:3:forces:R:3:mulliken_charge:R:1
C 0.646 0.491 -0.045 3.864 4.400 -1.143 0.201
C -0.629 -1.423 -0.028 0.204 -0.631 -0.463 -0.509
C -1.511 -0.393 0.650 3.790 1.759 4.226 -0.120
N 0.552 -0.699 -0.512 1.885 -5.286 -0.447 -0.203
N -0.321 0.890 0.739 -4.491 -4.247 1.184 -0.251
P 2.370 1.198 -0.151 -0.400 1.209 -0.871 -0.148
Br -3.124 0.339 -0.189 -1.893 1.071 -1.709 0.120
H -0.364 -2.310 0.566 -0.067 0.295 0.139 0.288
H -0.989 -1.793 -0.971 -1.453 -0.422 -0.218 0.358
H -1.847 -0.424 1.773 0.985 -0.701 -2.341 0.391
H 1.452 -1.316 -0.778 -2.588 2.013 0.796 0.367
H -0.725 1.780 0.831 0.036 1.669 0.041 0.281
H 2.107 2.644 -0.302 -0.069 -1.211 0.268 0.114
H 2.381 1.017 -1.583 0.197 0.082 0.538 0.111
```
Forces are in eV/Å.

Output
LUMO level (alpha / beta): -4.2 / -9.2 eV
highest occupied orbital energy (alpha / beta): -8.90 / -13.97 eV
multiplicity: 3
orbital gap (alpha / beta): 4.687 / 4.764 eV
total charge: +1
electronic energy: -85521.64555 eV

---

DFT (wB97M-V/def2-TZVPD) results for a cluster of 2 separate species, C3H7BrN4 in total in a non-equilibrium geometry.

```
15
Properties=species:S:1:pos:R:3:forces:R:3:mulliken_charge:R:1
C 0.180 2.005 2.347 -1.250 -0.907 -0.143 0.082
C -1.113 0.608 0.786 -1.362 -4.764 -3.344 0.622
C 1.844 0.317 1.628 -0.333 -1.494 -1.082 -0.007
N 1.246 1.307 2.453 1.875 2.693 1.571 -0.089
N 1.159 -0.331 0.738 2.621 1.271 3.159 -0.498
N -0.871 1.642 1.555 2.478 -1.005 -0.188 -0.113
N -1.516 -0.262 0.097 1.558 2.888 2.683 -0.064
Br -2.516 -5.593 -10.044 -1.023 -2.032 -0.883 -0.170
H -0.051 2.876 2.983 0.461 -0.407 -0.260 0.397
H 2.915 0.253 1.938 -0.826 -0.570 -0.558 0.385
H 1.910 1.771 3.152 -0.798 -1.069 -1.088 0.349
H 1.817 -1.088 0.509 -0.360 0.006 -1.062 0.322
H -1.619 2.203 1.675 -3.539 2.573 0.317 0.227
H -1.427 -1.229 -0.270 -0.527 0.785 0.000 0.386
H -1.957 -4.479 -9.548 1.023 2.032 0.879 0.170
```
Forces are in eV/Å.

Output
LUMO level: -10.7 eV
highest occupied orbital energy: -13.27 eV
orbital gap: 2.582 eV
total charge: +2
electronic energy: -79205.90280 eV

---

DFT (wB97M-V/def2-TZVPD) results for the ion C3H7BrNO with charge +1 in a non-equilibrium geometry.

```
13
Properties=species:S:1:pos:R:3:forces:R:3:mulliken_charge:R:1
C 1.132 0.179 0.134 1.710 1.458 1.293 -0.458
C 0.299 0.610 -1.079 3.085 1.338 -2.634 -0.336
C -1.308 0.052 0.323 -0.486 -0.719 2.110 -0.008
N 0.261 -0.734 0.809 -3.153 0.358 -1.206 -0.263
O -0.798 1.024 -0.375 -2.462 0.628 -0.582 -0.242
Br -2.363 -1.362 -0.576 0.778 0.920 0.610 -0.023
H 2.092 -0.333 -0.070 -0.369 0.699 0.077 0.372
H 1.175 1.052 0.911 0.735 -1.216 -1.955 0.302
H 0.712 1.603 -1.598 -0.667 -2.547 0.952 0.319
H 0.150 -0.249 -1.861 -0.047 1.599 1.415 0.290
H -1.814 0.500 1.250 0.530 -1.251 -1.277 0.394
H 0.237 -1.619 0.322 -0.110 -0.716 0.659 0.352
H 0.225 -0.724 1.810 0.455 -0.552 0.538 0.300
```
Forces are in eV/Å.

Output
LUMO level: -3.8 eV
highest occupied orbital energy: -15.27 eV
SMILES: Br[C@H]1[NH2+]CCO1
orbital gap: 11.440 eV
total charge: +1
electronic energy: -76795.87182 eV

---

DFT (wB97M-V/def2-TZVPD) results for a structure of composition C3H7CdO3 in a non-equilibrium geometry.

```
14
Properties=species:S:1:pos:R:3:forces:R:3:mulliken_charge:R:1
C 0.465 -2.338 -0.608 1.144 3.332 0.870 -0.233
O -0.830 -1.917 -0.794 1.614 -4.366 -0.925 -0.740
H 0.570 -3.332 -0.139 -0.042 0.680 0.304 0.215
H 1.054 -2.316 -1.543 -0.268 -0.079 0.216 0.211
H 1.133 -1.241 0.101 -1.272 -3.196 -1.052 0.048
O -2.036 1.535 -0.536 -0.844 2.377 -0.125 -0.885
C -0.937 1.915 0.135 0.481 0.924 0.665 0.198
O -0.328 0.653 0.602 1.995 0.562 1.147 -0.351
C 1.021 0.550 0.883 0.080 1.730 -0.232 -0.740
Cd -1.791 -0.374 -0.471 -2.434 -0.779 -0.773 1.017
H -1.136 2.478 1.068 -0.073 0.038 -0.393 0.246
H -0.176 2.444 -0.473 -0.228 -0.183 0.060 0.298
H 1.700 0.748 0.050 -0.252 -0.308 -0.218 0.386
H 1.292 1.195 1.726 0.098 -0.732 0.454 0.329
```
Forces are in eV/Å.

Output
LUMO level (alpha / beta): 0.0 / -0.5 eV
highest occupied orbital energy (alpha / beta): -7.99 / -8.99 eV
multiplicity: 2
orbital gap (alpha / beta): 8.020 / 8.538 eV
electronic energy: -13924.83030 eV

---

DFT (wB97M-V/def2-TZVPD) results for a cluster of 2 separate species, C3H7ClN2 in total in a non-equilibrium geometry.

```
13
Properties=species:S:1:pos:R:3:forces:R:3:mulliken_charge:R:1
C 2.606 -1.405 -0.201 0.057 0.027 -0.034 -0.621
C -1.825 1.321 0.149 0.077 0.163 0.357 -0.675
C 1.844 -0.493 0.366 -0.081 -0.295 0.049 -0.045
N -1.987 -0.086 -0.309 -0.408 1.431 -1.603 0.273
N -1.832 -1.062 0.337 0.331 -1.338 0.934 -0.658
Cl 1.902 1.173 -0.072 0.030 0.329 -0.077 -0.195
H -2.295 -0.105 -1.330 0.127 -0.118 0.529 0.277
H 2.526 -2.436 0.095 -0.097 -0.195 0.146 0.251
H 3.323 -1.169 -0.967 0.099 0.138 -0.132 0.247
H -0.999 1.371 0.857 -0.021 -0.080 -0.081 0.174
H -2.738 1.629 0.654 -0.073 -0.004 -0.058 0.273
H -1.636 1.969 -0.705 0.020 -0.037 -0.068 0.345
H 1.111 -0.707 1.128 -0.059 -0.022 0.038 0.357
```
Forces are in eV/Å.

Output
LUMO level: 0.9 eV
highest occupied orbital energy: -8.02 eV
orbital gap: 8.967 eV
electronic energy: -18723.90899 eV

---

DFT (wB97M-V/def2-TZVPD) results for an isolated molecule of C3H7ClN2O in a non-equilibrium geometry.

```
14
Properties=species:S:1:pos:R:3:forces:R:3:mulliken_charge:R:1
C -0.810 -0.747 0.615 0.968 -0.983 1.299 -0.061
C 0.518 0.021 0.751 -0.094 -0.829 0.213 0.065
C 1.456 -0.505 -0.368 0.814 -0.371 1.789 -0.491
H -0.975 0.622 -1.390 0.413 0.419 -0.577 0.147
H -2.603 0.914 -1.302 1.095 -0.324 0.761 0.312
H -0.744 -1.714 1.231 -0.853 1.340 -1.146 0.305
H 0.969 -0.306 1.729 -0.303 0.153 -0.924 0.312
H -0.478 1.674 0.493 0.121 -0.068 -0.121 0.443
H 1.184 -0.349 -1.367 -0.796 0.713 -1.345 0.292
H 1.595 -1.591 -0.291 -0.148 0.259 0.331 0.332
N -1.731 0.762 -0.747 -1.298 0.732 -0.878 -0.478
N -1.853 -0.410 -0.022 -0.017 -1.077 0.887 -0.450
O 0.389 1.413 0.845 0.028 0.030 -0.237 -0.531
Cl 3.082 0.215 -0.178 0.069 0.007 -0.050 -0.196
```
Forces are in eV/Å.

Output
LUMO level: 0.7 eV
highest occupied orbital energy: -9.53 eV
SMILES: N/N=C\[C@H](O)CCl
orbital gap: 10.209 eV
electronic energy: -20772.99327 eV

---

> The lowest electronic energy belongs to which entry?

C3H7BrN2P

---

> electronic energy of number 3 (C3H7BrN2P)?

-85521.64555 eV